# 1
144
Properties=species:S:1:pos:R:3:lowdin_charge:R:1 method="wB97M-V/def2-TZVPD" multiplicity=1 charge=0 lumo_energy_ev=-0.30 de_lowest_ev=8.184 largest_force_ev_per_a=4.34 energy_ev=-108161.2860 smiles="O=C1OCCO1.O=C1OCCO1.O=C1OCCO1.O=C1OCCO1.O=C1OCCO1.O=C1OCCO1.O=C1OCCO1.O=C1OCCO1.COCCOC.COCCOC.COCCOC.COCCOC" homo_energy_ha=-0.330
O 11.9930 8.4669 14.6858 0.133
C 11.1836 8.8618 15.5135 -0.580
O 10.8466 10.1294 15.6896 0.079
C 9.8440 10.1954 16.6889 -0.125
C 9.7978 8.8279 17.2365 -0.126
O 10.5181 8.0737 16.3087 0.124
H 10.0478 10.9988 17.3775 0.128
H 8.9088 10.5083 16.2419 0.119
H 8.7628 8.5244 17.2857 0.135
H 10.1511 8.7160 18.2524 0.137
O 16.3733 9.1727 11.7220 0.147
C 16.0488 9.3059 12.8840 -0.542
O 16.3024 8.4082 13.8368 0.090
C 15.8684 8.8471 15.0630 -0.152
C 14.9914 10.0125 14.7602 -0.089
O 15.3709 10.3490 13.4051 0.038
H 15.3265 8.0192 15.5232 0.139
H 16.7061 9.0802 15.7171 0.132
H 15.1919 10.8584 15.4087 0.111
H 13.9357 9.7816 14.7164 0.108
O 11.3179 15.4659 10.5764 0.138
C 10.8254 16.5408 10.3324 -0.547
O 10.8771 17.2830 9.1907 0.063
C 9.8843 18.3269 9.3445 -0.077
C 9.7507 18.4404 10.8715 -0.143
O 10.1196 17.1733 11.2754 0.038
H 10.4035 19.1886 8.9538 0.128
H 8.9731 18.0321 8.8346 0.132
H 8.7622 18.6028 11.2928 0.129
H 10.4924 19.1432 11.2528 0.122
O 16.7638 15.9775 15.0539 0.158
C 16.7028 16.8868 15.8216 -0.595
O 15.6122 17.3301 16.4354 0.058
C 15.9336 18.4024 17.2790 -0.135
C 17.3339 18.6988 16.9952 -0.122
O 17.7304 17.6555 16.1469 0.088
H 15.2520 19.2262 17.0724 0.135
H 15.7304 18.0624 18.2974 0.141
H 17.9645 18.5705 17.8607 0.138
H 17.5228 19.6166 16.4471 0.135
O 10.4397 15.4467 17.8198 0.142
C 9.5411 14.7458 17.4219 -0.517
O 8.3214 14.6502 18.0250 0.064
C 7.5660 13.6162 17.3708 -0.102
C 8.2484 13.5306 16.0543 -0.142
O 9.5662 13.9440 16.3127 0.033
H 7.6386 12.7004 17.9742 0.138
H 6.5564 13.9623 17.2374 0.133
H 7.8357 14.1830 15.2792 0.131
H 8.2404 12.5405 15.6435 0.116
O 13.1332 11.1023 7.4514 0.107
C 13.8576 11.5574 8.3328 -0.521
O 13.4551 11.7018 9.6274 0.039
C 14.5961 12.1186 10.3776 -0.132
C 15.6095 12.5418 9.3993 -0.107
O 15.1025 12.0310 8.1635 0.083
H 14.2386 12.9619 10.9552 0.124
H 14.8354 11.3276 11.0813 0.114
H 16.5934 12.1464 9.5881 0.126
H 15.6675 13.6384 9.3570 0.134
O 18.8030 16.0466 20.1046 0.165
C 18.1414 15.0981 20.3820 -0.600
O 18.1358 13.9681 19.6562 0.090
C 17.1731 13.1256 20.1289 -0.192
C 16.8677 13.6188 21.4430 -0.123
O 17.3426 14.9561 21.4085 0.109
H 16.3059 13.1406 19.4745 0.114
H 17.6036 12.1221 20.1180 0.149
H 17.3307 13.0730 22.2542 0.139
H 15.7843 13.6190 21.5560 0.141
O 19.0642 12.4468 11.2393 0.125
C 18.3217 12.6210 12.1902 -0.580
O 17.0874 13.0189 11.9983 0.058
C 16.4365 13.3328 13.2183 -0.099
C 17.4263 12.8299 14.2390 -0.090
O 18.5748 12.4463 13.4914 0.083
H 16.3200 14.4074 13.2859 0.106
H 15.4635 12.8605 13.2516 0.108
H 17.2179 11.9519 14.8324 0.117
H 17.7792 13.6264 14.8827 0.119
C 7.3514 17.1008 13.8561 -0.087
O 8.3002 18.1789 13.8028 -0.208
C 9.1925 18.2162 14.9263 -0.179
C 10.5467 18.4995 14.4081 -0.240
O 11.3584 19.0577 15.3998 -0.156
C 11.9260 18.0309 16.2030 -0.081
H 6.5705 17.3790 13.1455 0.088
H 6.9055 17.0486 14.8521 0.084
H 7.8491 16.1688 13.5587 0.087
H 9.1094 17.2335 15.3801 0.109
H 8.9482 19.0452 15.5963 0.143
H 10.5074 19.1431 13.5301 0.117
H 11.0099 17.6210 13.9264 0.128
H 12.4247 18.5597 16.9964 0.089
H 12.5703 17.3461 15.6363 0.068
H 11.2052 17.3240 16.6122 0.061
C 13.9692 20.0344 11.8570 -0.102
O 14.9073 20.4487 12.8107 -0.178
C 15.6328 19.4592 13.5195 -0.192
C 16.4291 18.6148 12.6169 -0.207
O 15.5718 17.6268 12.0274 -0.227
C 16.1935 17.0294 10.8781 -0.073
H 13.4900 20.9646 11.5844 0.092
H 13.3627 19.2397 12.2760 0.083
H 14.4416 19.6243 10.9628 0.083
H 14.9187 18.8974 14.1233 0.126
H 16.2586 20.0390 14.1884 0.125
H 17.2867 18.1275 13.0992 0.127
H 16.8837 19.1725 11.7948 0.130
H 15.4446 16.3492 10.4934 0.082
H 17.1426 16.5786 11.1851 0.094
H 16.4269 17.8318 10.1545 0.091
C 8.1932 7.7797 8.7749 -0.106
O 8.8035 8.5636 9.7936 -0.171
C 9.2297 9.7919 9.2890 -0.235
C 10.4963 10.2185 9.9597 -0.191
O 10.2240 10.3470 11.3692 -0.182
C 11.3506 10.9542 11.9555 -0.107
H 8.9478 7.5253 8.0258 0.090
H 7.3645 8.2988 8.2913 0.083
H 7.7925 6.8860 9.2436 0.083
H 8.4275 10.5272 9.4922 0.133
H 9.3268 9.8375 8.2006 0.125
H 10.7834 11.2093 9.6081 0.117
H 11.3730 9.5866 9.8459 0.131
H 11.2433 10.9151 13.0339 0.069
H 11.3708 11.9747 11.5917 0.091
H 12.2065 10.3271 11.7451 0.087
C 13.4202 15.3141 13.2947 -0.061
O 13.4738 14.1111 14.0579 -0.196
C 12.5381 14.2264 15.1302 -0.206
C 12.7147 12.9830 16.0195 -0.145
O 14.0724 12.8276 16.5310 -0.181
C 14.4416 13.9619 17.3218 -0.086
H 14.2099 15.2176 12.5860 0.065
H 13.7810 16.0933 13.9487 0.076
H 12.3919 15.3256 12.9742 0.081
H 11.4904 14.3345 14.7891 0.126
H 12.7922 15.1298 15.6943 0.089
H 12.5583 12.1156 15.3988 0.107
H 11.9526 13.1141 16.7984 0.107
H 13.8460 14.0367 18.2284 0.090
H 14.3369 14.9053 16.7781 0.071
H 15.4830 13.8365 17.6192 0.075



# 2
180
Properties=species:S:1:pos:R:3:lowdin_charge:R:1 method="wB97M-V/def2-TZVPD" multiplicity=1 charge=0 lumo_energy_ev=-0.12 largest_force_ev_per_a=2.40 energy_ev=-801791.7364 homo_energy_ha=-0.316
C 4.0936 -2.7681 1.3391 -0.118
C 4.0452 -2.8141 -0.1957 -0.682
Cl 5.4693 -3.7786 -0.7480 0.619
C 2.7617 -3.4142 -0.8127 -0.231
C 1.8669 -4.2039 0.1348 -0.177
C 2.4894 -5.4874 0.7275 -0.400
O 3.1500 -5.6353 1.7384 0.120
N 2.1198 -6.6216 -0.1481 -0.005
C 0.6722 -6.3330 -0.3365 -0.971
I -0.3474 -7.6589 -1.6830 0.914
P -0.0107 -6.8066 1.3801 0.381
S -1.9139 -7.2544 1.4389 0.070
C 0.6989 -4.8448 -0.6882 -0.357
C -0.5944 -4.0572 -0.8748 -0.129
C -1.2941 -3.8023 0.4891 -0.173
C -1.6805 -2.3248 0.7115 -0.070
C -1.2070 -1.7310 2.0118 -0.450
F -1.9970 -0.6525 2.2738 0.105
F 0.0496 -1.2594 1.9629 0.135
C -1.3288 -2.6572 3.2494 -0.550
F -1.4803 -1.9207 4.3627 0.153
F -2.3637 -3.4785 3.1874 0.191
F -0.1766 -3.3246 3.4136 0.149
H 4.6267 -3.6274 1.7154 0.054
H 3.1285 -2.6194 1.8064 0.078
H 4.6990 -1.9072 1.6111 0.036
H 4.1520 -1.7961 -0.5437 -0.015
H 2.2393 -2.6211 -1.3220 0.054
H 3.0826 -4.1059 -1.5829 0.052
H 1.3860 -3.5206 0.8298 0.133
H 2.5348 -6.3016 -1.0307 0.116
H 0.2014 -5.7359 2.2738 -0.014
H 0.7944 -7.8558 1.8650 0.008
H 1.1246 -4.8576 -1.6974 0.084
H -0.4107 -3.1250 -1.3984 0.073
H -1.2289 -4.6395 -1.5378 0.081
H -2.2048 -4.3819 0.4752 0.063
H -0.6120 -4.1373 1.2537 0.050
H -1.1903 -1.7459 -0.0696 0.116
H -2.7355 -2.1437 0.5710 0.085
C 6.6424 0.2736 3.6943 -1.035
Cl 5.8243 1.0408 2.3217 0.476
Cl 7.2214 -1.3461 3.2846 0.517
H 7.4890 0.8812 3.9791 -0.064
H 5.9433 0.1981 4.5185 0.030
C 3.6908 4.2063 1.0763 -0.993
Cl 3.5676 5.6396 0.0442 0.546
Cl 4.2519 2.7996 0.1724 0.499
H 4.3930 4.4104 1.8759 0.026
H 2.7121 3.9892 1.4859 0.031
C -5.7118 -7.1422 3.1957 -0.932
Cl -5.7825 -5.7993 2.0476 0.608
Cl -5.0798 -8.6056 2.4328 0.529
H -5.0614 -6.8679 4.0174 0.033
H -6.7114 -7.3441 3.5620 0.035
C -4.4746 -7.7378 -1.9866 -1.024
Cl -3.5932 -6.3857 -2.7062 0.432
Cl -4.1351 -9.2550 -2.8288 0.508
H -4.1682 -7.8359 -0.9498 0.002
H -5.5372 -7.5327 -2.0472 0.019
C -5.5830 -3.0517 -1.5541 -1.068
Cl -4.2918 -1.8619 -1.7718 0.530
Cl -5.0254 -4.4529 -0.6198 0.536
H -6.4014 -2.5936 -1.0180 -0.190
H -5.9140 -3.3850 -2.5322 -0.005
C 9.1535 3.3896 5.2769 -1.021
Cl 9.1807 2.1120 6.4951 0.519
Cl 7.6055 3.4692 4.4185 0.526
H 9.3256 4.3389 5.7683 -0.026
H 9.9351 3.1946 4.5537 -0.043
C -6.2158 1.3894 -0.7720 -0.993
Cl -6.0613 2.6834 -1.9630 0.503
Cl -6.9639 -0.0718 -1.4308 0.533
H -5.2292 1.1295 -0.4048 0.021
H -6.8328 1.7513 0.0412 0.027
C 6.6903 3.3449 8.9240 -1.060
Cl 6.8595 4.8901 8.0767 0.508
Cl 7.3342 3.4282 10.5704 0.503
H 5.6409 3.0870 8.9752 -0.039
H 7.2376 2.5885 8.3763 -0.064
C -7.6619 -4.0643 1.2685 -1.111
Cl -9.1457 -4.4682 2.1407 0.536
Cl -7.9798 -2.9807 -0.0923 0.604
H -6.9777 -3.5746 1.9503 0.010
H -7.2208 -4.9771 0.8879 -0.113
C -4.9918 0.3196 -5.8407 -1.033
Cl -5.5435 -1.2783 -6.3653 0.465
Cl -3.2286 0.4535 -5.8920 0.500
H -5.4185 1.0670 -6.4991 0.017
H -5.3241 0.4856 -4.8217 0.015
C 10.0765 0.6996 10.1361 -1.001
Cl 11.3043 1.3585 9.0516 0.500
Cl 8.5843 0.3106 9.2716 0.501
H 10.4596 -0.2058 10.5902 0.025
H 9.8524 1.4358 10.8990 0.012
C 1.8928 7.3584 -2.5075 -1.035
Cl 3.1481 8.0428 -3.5485 0.533
Cl 0.4187 7.0090 -3.4177 0.528
H 2.2613 6.4376 -2.0739 -0.045
H 1.6614 8.0709 -1.7251 0.029
C -3.1811 8.2678 -3.8930 -1.041
Cl -4.2997 8.8327 -5.1400 0.502
Cl -3.9674 7.1453 -2.7768 0.492
H -2.3530 7.7614 -4.3726 -0.008
H -2.8203 9.1222 -3.3339 0.024
C 11.9599 1.4191 2.7335 -0.998
Cl 10.3400 0.7097 2.7358 0.529
Cl 12.4225 2.0154 4.3335 0.526
H 12.6695 0.6601 2.4284 0.025
H 11.9757 2.2478 2.0359 0.026
C 2.8126 10.6864 -6.1393 -1.038
Cl 4.0601 11.3771 -7.1824 0.510
Cl 1.3339 10.3272 -7.0406 0.511
H 3.1869 9.7669 -5.7078 -0.034
H 2.5788 11.3970 -5.3562 0.027
C 1.1137 -1.7184 -4.3396 -0.977
Cl 1.8579 -3.2211 -3.7799 0.613
Cl 0.3978 -0.8195 -2.9928 0.514
H 1.8780 -1.1074 -4.8008 -0.027
H 0.3349 -1.9512 -5.0560 0.031
C -1.0705 10.2947 -10.1927 -1.036
Cl -1.2217 11.7208 -11.2256 0.500
Cl -0.4919 8.8928 -11.0996 0.499
H -0.3652 10.5128 -9.3996 -0.023
H -2.0420 10.0625 -9.7740 0.025
C -5.4761 -5.3574 -7.2463 -1.031
Cl -6.9907 -5.7716 -6.4365 0.491
Cl -5.7224 -4.2655 -8.6097 0.498
H -4.8328 -4.8658 -6.5278 0.017
H -5.0076 -6.2653 -7.6057 0.025
C -6.9856 -11.7445 2.3036 -1.049
Cl -8.0224 -11.2784 0.9497 0.496
Cl -7.8456 -12.7795 3.4514 0.499
H -6.1296 -12.2852 1.9185 0.027
H -6.6586 -10.8491 2.8180 -0.035
C -9.7413 -5.1893 -2.8101 -1.012
Cl -10.3567 -6.7988 -3.2003 0.516
Cl -7.9912 -5.0880 -3.0334 0.519
H -10.2163 -4.4665 -3.4621 0.029
H -9.9718 -4.9676 -1.7745 0.012
C 3.0832 0.7380 9.2950 -1.064
Cl 4.7878 0.5435 9.7219 0.536
Cl 2.6418 2.4461 9.1482 0.516
H 2.9044 0.2501 8.3487 -0.027
H 2.4770 0.2848 10.0678 0.006
C -8.6844 5.0432 -3.9069 -1.011
Cl -9.2681 3.4203 -4.2841 0.484
Cl -6.9189 5.1031 -3.9366 0.475
H -9.0714 5.7312 -4.6474 -0.023
H -9.0246 5.3264 -2.9182 0.028
C 9.1099 7.0964 3.5622 -0.999
Cl 10.1849 5.9639 2.7329 0.507
Cl 9.3618 7.0648 5.3099 0.514
H 9.3114 8.0967 3.1990 0.026
H 8.0831 6.8216 3.3527 0.021
C 4.3185 1.1742 -3.3593 -0.975
Cl 4.2557 -0.1620 -2.1952 0.575
Cl 2.8098 1.3316 -4.2654 0.542
H 4.4980 2.0963 -2.8191 0.002
H 5.1246 0.9866 -4.0579 0.030
C -10.0826 0.4810 -7.1028 -1.004
Cl -8.4096 0.1557 -6.6299 0.508
Cl -10.4260 2.2129 -7.0978 0.471
H -10.2366 0.1048 -8.1068 0.025
H -10.7477 -0.0199 -6.4100 0.026
C -0.0213 -1.9158 8.1520 -0.993
Cl 1.6834 -2.1156 8.5745 0.556
Cl -0.4540 -0.2083 8.0072 0.519
H -0.2033 -2.4049 7.2037 0.017
H -0.6268 -2.3654 8.9293 0.027
C -10.7067 6.0483 -8.8048 -1.015
Cl -9.6464 4.9268 -9.6610 0.505
Cl -10.5271 5.9126 -7.0492 0.513
H -10.4557 7.0593 -9.1008 0.024
H -11.7341 5.8257 -9.0650 0.026
C 13.4026 7.6167 6.5883 -1.024
Cl 13.3338 8.9117 5.3862 0.497
Cl 12.7663 6.0985 5.9491 0.484
H 14.4349 7.4666 6.8793 0.023
H 12.8102 7.9078 7.4470 0.025